[1]
The following is a DFT calculation (ωB97M-V/def2-TZVPD) of a structure of composition C14H34MnO18S4 at a distorted geometry.

Each line ends with the Löwdin charge.
Cartesian coordinates (Å):
Mn1 1.88895 -0.15201 0.35127  0.901
O1 3.81277 -2.88358 2.28826  0.177
C1 2.93109 -2.12178 1.67527  -0.806
O2 2.90456 -2.02200 0.42522  -0.045
O3 2.14443 -1.32412 2.21155  -0.057
H1 3.50587 -2.68066 3.17496  0.116
O4 5.14326 2.79998 0.48982  0.078
C2 4.67174 1.52324 0.25388  -0.785
O5 3.43610 1.34588 0.31483  -0.101
O6 5.39769 0.54035 0.04461  0.005
H2 4.31119 3.21975 0.72015  0.088
O7 -0.04731 3.75663 -2.00874  -0.273
S1 -0.23608 2.43792 -1.46736  0.692
O8 0.90009 1.72733 -0.95285  -0.303
O9 -1.48503 2.32876 -0.31554  -0.264
C3 -2.50170 3.31470 -0.47303  -0.317
C4 -3.72861 2.94192 0.20561  -0.072
C5 -0.93006 1.51671 -2.97015  -0.058
H3 -2.68207 3.34043 -1.54769  0.114
H4 -2.17496 4.25115 -0.02090  0.132
H5 -4.11794 2.03939 -0.26550  0.090
H6 -4.45971 3.74848 0.15022  0.097
H7 -3.57528 2.71126 1.25983  0.068
H8 -1.97530 1.79385 -3.10715  0.066
H9 -0.84973 0.44454 -2.79100  0.031
H10 -0.18902 1.91956 -3.66056  0.053
O10 -0.10998 -1.06749 0.20896  -0.316
S2 -1.56281 -1.23863 0.00774  0.748
O11 -2.26633 -0.55117 -1.09570  -0.292
O12 -1.81626 -2.86213 -0.12687  -0.250
C6 -1.32870 -3.78193 0.74482  -0.303
C7 -0.00196 -4.38758 0.21822  -0.020
C8 -2.55649 -0.87665 1.51871  -0.063
H11 -2.20054 -4.42271 0.87677  0.127
H12 -1.30689 -3.48583 1.79361  0.114
H13 0.14926 -5.46467 0.28981  0.076
H14 0.89011 -3.99219 0.70399  0.069
H15 0.09077 -4.26766 -0.86119  0.075
H16 -3.51035 -1.30068 1.20496  0.084
H17 -2.57733 0.20020 1.68619  0.038
H18 -1.90220 -1.34189 2.25597  0.069
O13 1.84891 -0.70521 -1.88457  -0.335
S3 2.28588 -0.88669 -3.25872  0.722
O14 3.20039 -1.94526 -3.52379  -0.252
O15 0.83204 -1.04849 -4.10394  -0.296
C9 0.13796 -2.29084 -4.06775  -0.273
C10 0.45080 -3.05547 -5.32105  -0.080
C11 2.92758 0.79211 -4.06704  -0.004
H19 -0.91026 -2.00421 -4.15245  0.120
H20 0.27403 -2.79302 -3.10993  0.118
H21 1.44430 -3.50207 -5.36111  0.075
H22 0.66199 -2.47126 -6.21671  0.082
H23 -0.29613 -3.80486 -5.58298  0.080
H24 2.01892 1.38449 -3.95978  0.031
H25 2.96083 0.68151 -5.15091  0.063
H26 3.83449 1.00951 -3.50281  0.079
O16 0.93224 1.19414 1.78902  -0.339
S4 0.44458 1.90606 3.01200  0.742
O17 0.90566 3.20387 3.45446  -0.262
O18 -1.18922 1.88106 2.99711  -0.310
C12 -2.03077 2.32789 4.01482  -0.297
C13 -2.92394 1.17653 4.40311  -0.047
C14 0.72779 0.77181 4.46936  -0.072
H27 -2.49369 3.13839 3.45189  0.126
H28 -1.46362 2.72175 4.85822  0.120
H29 -3.40281 0.98056 3.44375  0.059
H30 -3.65293 1.49594 5.14785  0.090
H31 -2.37183 0.30484 4.75445  0.086
H32 1.78711 0.93337 4.66902  0.070
H33 0.79273 -0.23622 4.05978  0.053
H34 0.18169 1.16310 5.32771  0.066

Calculated values
Spin multiplicity ... 6
Energy ... -126583.0952 eV
Total charge ... 0
HOMO level (alpha / beta) ... -0.271 / -0.272 Eh
ΔE to the lowest compared entry with this formula, charge and spin ... 115.2 kcal per mole

[2]
The following is a DFT calculation (ωB97M-V/def2-TZVPD) of a structure of composition C14H34N4OSSm at a distorted geometry.

Each line ends with the Löwdin charge.
Cartesian coordinates (Å):
Sm1 0.12168 -0.20494 -0.36495  1.873
C1 -0.96085 -0.41288 3.29930  -0.144
C2 -1.98380 -0.48741 2.18377  -0.213
N1 -1.67498 0.52268 1.13110  -0.188
C3 -2.80568 0.59368 0.13128  -0.193
C4 -2.95837 -0.51548 -0.89144  -0.163
N2 -1.75368 -0.69790 -1.83323  -0.199
C5 -1.78813 -2.03833 -2.59252  -0.163
C6 -1.79729 -3.35882 -1.78076  -0.160
C7 -1.00862 -3.44863 -0.49043  -0.149
N3 0.34120 -2.65208 -0.51925  -0.190
C8 1.25673 -3.04509 0.57436  -0.191
C9 1.03885 -2.37050 1.93149  -0.159
N4 1.11481 -0.88445 1.78881  -0.179
C10 0.53275 -0.09900 2.92805  -0.164
H1 -0.88266 -1.36036 3.88246  0.135
H2 -1.38484 0.31829 4.01825  0.144
H3 -3.00046 -0.30104 2.64694  0.161
H4 -2.09420 -1.49731 1.71682  0.112
H5 -1.61069 1.39653 1.69923  0.159
H6 -2.75234 1.59831 -0.35152  0.143
H7 -3.73785 0.63427 0.74695  0.153
H8 -3.90949 -0.29982 -1.39880  0.155
H9 -3.07743 -1.45834 -0.37550  0.108
H10 -1.80385 -0.02380 -2.66018  0.158
H11 -0.88979 -2.03203 -3.21158  0.119
H12 -2.70285 -2.08611 -3.19577  0.139
H13 -1.25810 -4.06018 -2.47601  0.146
H14 -2.83482 -3.74649 -1.63704  0.148
H15 -0.76618 -4.53569 -0.28425  0.161
H16 -1.51062 -3.02408 0.34034  0.073
H17 0.82841 -2.94565 -1.37948  0.136
H18 2.28627 -2.80948 0.22604  0.143
H19 1.25348 -4.14637 0.74218  0.152
H20 1.79203 -2.67707 2.62289  0.138
H21 0.12622 -2.62670 2.42607  0.112
H22 2.11190 -0.65869 1.78640  0.136
H23 0.63242 0.94310 2.67252  0.104
H24 1.10413 -0.30886 3.81936  0.135
C11 3.35041 3.53042 1.15435  -0.128
C12 3.03919 3.58834 -0.32667  -0.388
S1 1.29800 3.32532 -0.46995  1.086
O1 1.24463 1.71153 -0.56020  -0.766
C13 0.95427 3.72543 -2.22534  -0.372
C14 1.94343 3.26511 -3.25743  -0.110
H25 4.22273 4.15823 1.38697  0.104
H26 3.61528 2.51450 1.53303  0.092
H27 2.49697 3.86602 1.75911  0.074
H28 3.57385 2.83810 -0.92167  0.110
H29 3.21679 4.55202 -0.81114  0.122
H30 0.95547 4.79225 -2.12973  0.086
H31 -0.15017 3.49332 -2.36140  0.118
H32 2.65445 4.08529 -3.53436  0.117
H33 1.41543 2.90669 -4.17463  0.109
H34 2.57596 2.45413 -2.93284  0.060

Calculated values
Spin multiplicity ... 6
Energy ... -51791.9100 eV
Total charge ... +3
HOMO level (alpha / beta) ... -0.719 / -0.720 Eh

[3]
The following is a DFT calculation (ωB97M-V/def2-TZVPD) of a cluster of 3 separate species, C14H35BF2N5O4 in total at a distorted geometry.

Each line ends with the Löwdin charge.
Cartesian coordinates (Å):
O1 7.18391 -2.42789 1.34876  0.169
B1 6.25980 -3.34202 1.80718  -0.622
O2 6.66479 -4.50624 2.33474  0.225
C1 4.71176 -2.93699 1.69272  -0.009
N1 4.39325 -2.27372 0.40803  0.172
C2 3.33933 -1.55846 0.23352  -0.315
N2 3.14671 -0.89030 -0.98944  0.155
C3 2.61190 0.35203 -0.48176  -0.340
F1 2.03701 1.14013 -1.37630  0.091
C4 1.51331 -0.22732 0.44544  -0.024
N3 2.35982 -1.25056 1.11081  0.013
C5 1.63668 -2.32470 1.81496  -0.094
C6 1.26564 -3.51645 0.95628  -0.161
F2 0.72523 -3.15722 -0.26336  -0.025
H1 7.46179 -2.71588 0.46326  0.125
H2 6.12183 -5.26622 2.07810  0.128
H3 4.03700 -3.77321 1.83727  0.101
H4 4.47702 -2.20380 2.45885  0.135
H5 5.06113 -2.37368 -0.34042  0.173
H6 2.51550 -1.37722 -1.61881  0.162
H7 3.25966 0.85118 0.22613  0.173
H8 0.71241 -0.66241 -0.13571  0.115
H9 1.17056 0.43979 1.22029  0.143
H10 0.77740 -1.90831 2.31370  0.137
H11 2.25440 -2.72140 2.60957  0.114
H12 2.11795 -4.15741 0.74838  0.113
H13 0.52856 -4.09039 1.50326  0.133
C7 -5.24859 -1.11870 0.68215  -0.066
C8 -4.40379 -0.08522 1.42097  -0.427
C9 -3.28227 0.52120 0.56722  -0.210
O3 -2.15264 -0.31730 0.36558  -0.214
C10 -2.30340 -1.28462 -0.65589  -0.102
N4 -3.89264 -0.68791 2.65656  0.041
H14 -4.73994 -2.07909 0.59483  0.065
H15 -6.17688 -1.29890 1.22244  0.080
H16 -5.50631 -0.77471 -0.32143  0.080
H17 -5.06702 0.73790 1.69931  0.139
H18 -2.89467 1.39876 1.09158  0.120
H19 -3.66622 0.87484 -0.39899  0.119
H20 -2.90680 -0.92043 -1.49089  0.098
H21 -2.73359 -2.20918 -0.26288  0.080
H22 -1.30192 -1.51635 -1.02376  0.064
H23 -3.42678 0.02665 3.20969  0.072
H24 -3.14760 -1.33032 2.39976  0.061
C11 -1.47297 5.04511 -0.79839  -0.066
C12 -0.51035 4.06848 -1.46675  -0.424
C13 -0.78113 3.85406 -2.96258  -0.206
O4 -1.89025 3.02327 -3.24888  -0.192
C14 -3.15512 3.66137 -3.19646  -0.101
N5 -0.52858 2.80265 -0.72723  0.053
H25 -2.44567 4.59428 -0.60329  0.063
H26 -1.07309 5.36805 0.16265  0.076
H27 -1.62468 5.93363 -1.41342  0.081
H28 0.49349 4.49533 -1.38187  0.136
H29 0.08266 3.33695 -3.39004  0.120
H30 -0.87107 4.81055 -3.49264  0.123
H31 -3.09911 4.69764 -3.53916  0.093
H32 -3.57405 3.62722 -2.18781  0.072
H33 -3.82719 3.11250 -3.85536  0.088
H34 0.18220 2.18265 -1.10038  0.038
H35 -1.39837 2.32832 -0.96008  0.058

Calculated values
Energy ... -36831.8495 eV
Total charge ... +1
HOMO level ... -0.409 Eh

[4]
The following is a DFT calculation (ωB97M-V/def2-TZVPD) of a cluster of 3 separate species, C14H35BrN4O8P3S in total at a distorted geometry.

Each line ends with the Löwdin charge.
Cartesian coordinates (Å):
S1 -2.31915 4.03627 -0.52432  0.250
P1 -3.67862 2.67723 -0.42048  0.404
C1 -3.51952 1.80392 1.22955  -0.460
N1 -2.38361 1.81527 1.87958  0.129
C2 -2.66407 1.12594 3.03088  -0.440
N2 -1.73765 0.95607 3.96692  -0.354
Br1 -0.06585 1.69638 3.70613  0.855
N3 -3.93140 0.71618 3.01700  0.149
N4 -4.50532 1.15911 1.86529  0.101
H1 -4.99353 3.19857 -0.39350  -0.012
H2 -3.57997 1.71515 -1.45167  0.001
H3 -1.96422 0.44273 4.80422  0.106
H4 -4.43506 0.20843 3.72898  0.194
H5 -5.46098 1.03714 1.56897  0.186
O1 -1.17639 1.62507 -5.34100  -0.231
P2 -0.53460 2.87927 -5.82622  0.555
O2 -1.43986 4.06795 -5.18002  -0.198
C3 -1.37081 4.29423 -3.77148  -0.337
C4 -0.15214 5.11886 -3.39456  -0.084
O3 -1.08996 2.91919 -7.36925  -0.214
C5 -1.48522 1.72259 -8.04425  -0.301
C6 -2.99314 1.59116 -8.05563  -0.075
O4 0.68687 3.89183 -6.22899  -0.199
C7 1.89264 3.32571 -6.80850  -0.251
C8 1.82251 3.30851 -8.32396  -0.068
H6 -1.37452 3.34018 -3.23638  0.071
H7 -2.27724 4.83198 -3.49506  0.098
H8 0.76901 4.56234 -3.57704  0.070
H9 -0.18229 5.39292 -2.33884  0.054
H10 -0.10474 6.02674 -3.99500  0.086
H11 -1.01415 0.84589 -7.59999  0.105
H12 -1.11960 1.79808 -9.07115  0.112
H13 -3.39979 1.61286 -7.04443  0.073
H14 -3.29683 0.65917 -8.53515  0.078
H15 -3.44119 2.42479 -8.59810  0.078
H16 2.07321 2.32408 -6.41212  0.115
H17 2.71705 3.96128 -6.48754  0.116
H18 1.21025 2.48117 -8.68001  0.061
H19 2.81952 3.18437 -8.74815  0.082
H20 1.38210 4.22953 -8.70307  0.091
O5 2.28195 -5.74638 4.32801  -0.208
P3 1.93102 -4.45007 4.96295  0.558
O6 1.81193 -3.41036 3.70845  -0.199
C9 0.71595 -3.53480 2.80788  -0.282
C10 -0.53929 -2.88330 3.36398  -0.091
O7 3.39025 -3.99649 5.55158  -0.217
C11 4.39965 -4.96761 5.85269  -0.297
C12 5.43782 -5.01474 4.75288  -0.072
O8 1.18279 -3.42513 6.00772  -0.212
C13 0.92422 -3.89512 7.35743  -0.256
C14 2.05918 -3.53251 8.29669  -0.068
H21 0.53574 -4.58757 2.57217  0.115
H22 1.01039 -3.03546 1.88494  0.120
H23 -0.90678 -3.42300 4.23883  0.067
H24 -1.33247 -2.86802 2.61260  0.072
H25 -0.32750 -1.85974 3.68079  0.056
H26 3.96106 -5.94987 6.02625  0.107
H27 4.87341 -4.65758 6.78718  0.112
H28 4.98124 -5.22480 3.78579  0.077
H29 6.18581 -5.78111 4.96005  0.080
H30 5.94081 -4.05054 4.66605  0.078
H31 0.74248 -4.97197 7.35867  0.117
H32 0.00732 -3.40519 7.68557  0.112
H33 2.90188 -4.21071 8.17440  0.063
H34 1.73019 -3.60269 9.33420  0.082
H35 2.41922 -2.52340 8.10059  0.089

Calculated values
Energy ... -146163.4815 eV
Total charge ... +1
HOMO level ... -0.426 Eh